(1)
{
  "formula": "C28H35BrCl10F2N2O",
  "method": "wB97M-V/def2-TZVPD",
  "elements": ["C", "C", "Br", "C", "C", "N", "C", "C", "C", "C", "C", "O", "C", "C", "C", "C", "C", "C", "C", "F", "C", "N", "C", "F", "H", "H", "H", "H", "H", "H", "H", "H", "H", "H", "H", "H", "H", "H", "H", "Cl", "C", "C", "Cl", "H", "H", "H", "H", "Cl", "C", "C", "Cl", "H", "H", "H", "H", "Cl", "C", "C", "Cl", "H", "H", "H", "H", "Cl", "C", "C", "Cl", "H", "H", "H", "H", "Cl", "C", "C", "Cl", "H", "H", "H", "H"],
  "coordinates": [[7.325192, -1.666740, -2.534796], [5.680010, -1.563758, -2.502273], [5.071758, -0.797966, -4.286442], [5.110805, -0.664870, -1.211642], [3.447603, -0.805239, -1.314868], [2.735430, 0.300805, -2.041635], [1.271574, -0.039981, -2.064759], [0.280638, 1.037434, -2.873245], [-1.355715, 0.810174, -3.049501], [-2.065797, -0.529402, -2.423883], [-3.646222, -0.946021, -2.536547], [-4.603080, 0.124226, -2.216511], [-5.916626, -0.599646, -2.153360], [-6.462250, -1.112213, -0.677779], [-7.864369, -1.960365, -0.477898], [-8.788475, -2.357660, -1.796879], [-8.249031, -1.814790, -3.281293], [-6.833247, -0.960591, -3.468078], [-1.093208, -1.603280, -1.587880], [-1.664932, -2.828289, -0.978567], [0.545776, -1.350580, -1.430429], [1.315449, -2.395797, -0.673535], [2.791151, -2.120514, -0.618010], [3.644102, -3.122229, 0.112240], [7.717477, -0.559614, -2.737160], [7.661861, -2.084486, -1.486230], [7.652794, -2.406416, -3.402198], [5.175841, -2.643543, -2.428849], [5.537313, -1.200661, -0.252674], [5.466986, 0.450666, -1.305901], [0.786537, 2.007837, -3.350625], [-2.009465, 1.591884, -3.625996], [-3.836628, -1.232992, -3.675193], [-3.918690, -1.932638, -1.923273], [-5.829291, -0.887595, 0.280783], [-8.237548, -2.316606, 0.578943], [-9.771795, -2.995090, -1.653753], [-8.913136, -2.091696, -4.233432], [-6.486994, -0.635649, -4.539543], [-7.557973, 3.871565, -3.104551], [-6.286447, 3.459486, -1.927344], [-5.232002, 4.548973, -1.816535], [-4.238441, 4.675957, -3.289921], [-5.846977, 2.501775, -2.223439], [-6.781886, 3.321999, -0.961515], [-4.548380, 4.322806, -0.992670], [-5.682254, 5.528067, -1.625456], [9.186757, -0.543521, 0.319297], [10.476266, -0.369266, -0.896928], [10.624673, 1.066394, -1.374391], [9.229994, 1.599718, -2.346290], [10.255339, -1.048983, -1.725899], [11.404990, -0.701424, -0.423294], [11.508353, 1.156613, -2.013308], [10.739270, 1.760458, -0.535937], [11.118125, 1.822497, 2.044631], [9.973109, 1.072674, 3.184414], [10.039592, 1.706112, 4.564795], [11.569446, 1.338634, 5.400653], [10.185564, -0.000367, 3.222631], [8.972716, 1.206265, 2.761856], [9.233960, 1.314478, 5.193146], [9.933129, 2.794241, 4.514761], [-5.183949, 0.338440, 1.784063], [-4.275246, -0.180136, 3.225499], [-3.488820, -1.457649, 2.979306], [-4.551397, -2.873290, 2.776717], [-4.984864, -0.296295, 4.050704], [-3.590562, 0.635059, 3.478191], [-2.842257, -1.667691, 3.836677], [-2.857264, -1.377237, 2.089063], [-7.045789, 1.415424, 4.299632], [-7.641834, 0.321405, 5.572525], [-7.115601, 0.700169, 6.947564], [-5.365371, 0.405569, 7.102682], [-7.360573, -0.700883, 5.300802], [-8.733913, 0.387898, 5.561124], [-7.607475, 0.093924, 7.714227], [-7.303803, 1.754033, 7.175187]],
  "atomic_forces_ev_per_a": [[-1.1, 0.3, -0.1], [0.4, -0.9, 1.1], [0.4, -0.5, 1.3], [-0.8, -0.9, -1.4], [-0.2, 0.9, 0.2], [-2.5, -6.9, 3.6], [-2.1, 0.8, -1.1], [-2.5, -2.1, 0.7], [3.6, -2.4, 2.0], [3.5, -1.0, 1.9], [0.8, -1.3, -1.5], [-2.2, -2.9, 0.0], [-3.8, -2.0, 0.8], [-2.0, -1.0, -2.7], [0.9, 1.0, -4.4], [4.3, 2.7, -0.3], [1.6, 0.3, 3.1], [-1.0, -1.2, 3.6], [0.1, 2.6, -1.5], [1.8, 3.9, -1.9], [0.4, -0.2, 0.1], [4.4, 3.9, -1.8], [-3.5, 1.1, -1.2], [-2.8, 3.5, -2.5], [-0.6, -2.7, 0.6], [-0.5, 0.9, -2.2], [-0.7, 1.7, 1.9], [1.2, 2.4, -0.3], [-1.1, 1.2, -1.8], [-0.9, -2.3, 0.2], [-1.3, -2.5, 1.2], [1.5, -1.7, 1.3], [0.5, 0.5, 2.3], [1.0, 2.3, -1.1], [-1.5, -0.8, -2.5], [1.1, 0.9, -2.3], [2.3, 1.6, -0.5], [1.8, 0.8, 2.3], [-0.8, -0.7, 2.4], [0.0, 0.0, -0.1], [0.2, -0.1, 0.2], [-0.2, -0.1, 0.3], [0.0, 0.0, -0.1], [0.0, 0.2, 0.0], [0.1, 0.1, -0.1], [-0.1, -0.1, -0.2], [0.1, -0.2, -0.2], [-0.1, -0.1, 0.0], [0.3, 0.1, -0.2], [0.3, 0.0, 0.2], [0.0, 0.1, 0.0], [-0.1, 0.2, 0.2], [-0.2, 0.2, 0.0], [-0.2, -0.1, 0.1], [-0.2, -0.3, -0.2], [0.1, 0.1, 0.2], [-0.3, -0.1, 0.3], [-0.2, 0.1, -0.1], [0.0, 0.0, 0.0], [0.0, 0.3, 0.0], [0.2, 0.0, 0.1], [0.1, 0.0, -0.2], [0.1, -0.2, -0.1], [0.4, 0.4, 0.5], [0.3, -0.2, 0.4], [0.2, 0.3, 0.0], [-0.1, 0.0, -0.1], [0.2, 0.0, -0.3], [-0.1, -0.2, -0.1], [-0.2, 0.1, -0.1], [-0.2, 0.0, 0.1], [-0.1, 0.1, 0.2], [-0.1, -0.1, 0.2], [-0.4, 0.0, 0.0], [0.0, 0.0, 0.0], [0.0, 0.2, 0.1], [0.2, 0.0, 0.1], [0.1, 0.0, -0.2], [0.1, -0.2, -0.2]],
  "total_charge": 0,
  "homo_lumo_gap_ev": 6.9,
  "relative_energy_ev": 18.505,
  "lumo_energy_ev": -1.6
}


(2)
{
  "formula": "C28H35CaN5OP2",
  "method": "wB97M-V/def2-TZVPD",
  "elements": ["Ca", "C", "C", "C", "C", "C", "C", "C", "C", "C", "H", "H", "H", "H", "H", "H", "H", "H", "H", "H", "H", "H", "H", "H", "H", "P", "P", "N", "N", "N", "N", "C", "C", "C", "C", "C", "C", "C", "C", "C", "C", "C", "C", "C", "C", "C", "C", "C", "C", "H", "H", "H", "H", "H", "H", "H", "H", "H", "H", "H", "H", "H", "H", "H", "H", "H", "H", "H", "H", "O", "C", "N"],
  "coordinates": [[0.105014, 1.583534, -4.226647], [-1.962481, 1.902027, -7.119903], [-2.108079, 0.598776, -6.859033], [-1.221749, -0.504381, -7.352461], [0.278377, -0.183152, -7.369100], [0.845192, 0.723087, -6.288039], [0.911229, 2.090048, -6.374703], [0.384946, 2.931023, -7.504385], [-0.990007, 2.512561, -8.094013], [1.961375, 1.175027, 0.133119], [-2.736967, 2.607656, -6.786949], [-3.064381, 0.244194, -6.445027], [-1.512328, -0.792005, -8.381530], [-1.413049, -1.426335, -6.776881], [0.802747, -1.154254, -7.300765], [0.535661, 0.226721, -8.364043], [1.622238, 0.225097, -5.671115], [1.611931, 2.646022, -5.715012], [1.127958, 2.969091, -8.327785], [0.300852, 3.974757, -7.157164], [-1.461237, 3.435478, -8.477371], [-0.830224, 1.870368, -8.980031], [1.423168, 2.149714, 0.305918], [3.042260, 1.402007, 0.162401], [1.708918, 0.531186, 0.996089], [1.508685, -0.411175, -1.741246], [-1.474771, -1.306068, -1.575835], [2.348266, 0.732848, -2.891103], [2.851173, -1.625180, -1.506293], [-2.088885, 0.081033, -2.434683], [-2.970329, -2.140433, -1.457652], [0.761130, -1.309531, -3.235703], [-0.544884, -2.082350, -2.957122], [2.480480, 2.114645, -2.588612], [3.562729, 2.599783, -3.315025], [4.062791, 1.540301, -4.125615], [3.333036, 0.400054, -3.837661], [3.891966, -1.382691, -0.593094], [4.623069, -2.570357, -0.446596], [4.067108, -3.548950, -1.337379], [2.987350, -2.942851, -1.986896], [-2.606474, 1.298145, -1.660170], [-2.679472, 2.336105, -2.661352], [-2.517901, 1.762124, -3.913566], [-2.197896, 0.367805, -3.768691], [-3.874437, -2.532818, -2.449209], [-4.940024, -3.172683, -1.837195], [-4.687260, -3.176470, -0.423610], [-3.467254, -2.567717, -0.213162], [1.511329, -1.967710, -3.699152], [0.596784, -0.585351, -4.068350], [-1.133856, -2.227876, -3.877132], [-0.327716, -3.101479, -2.601314], [2.013570, 2.454269, -1.671248], [4.011145, 3.581484, -3.216408], [4.910260, 1.574405, -4.798659], [3.455387, -0.624255, -4.166985], [3.958181, -0.414945, -0.113576], [5.451088, -2.737850, 0.220024], [4.421147, -4.557960, -1.460401], [2.310927, -3.362321, -2.721201], [-3.541402, 1.036083, -1.126637], [-3.041128, 3.332844, -2.408750], [-2.731850, 2.227698, -4.866241], [-2.263534, -0.432490, -4.518083], [-3.684211, -2.277875, -3.475654], [-5.817095, -3.580045, -2.324340], [-5.332578, -3.566547, 0.346477], [-2.899144, -2.338271, 0.674512], [-0.945018, 0.511486, 1.380467], [-1.236423, 1.126383, 0.393456], [-1.475820, 1.728709, -0.643603]],
  "atomic_forces_ev_per_a": [[-1.4, 0.2, 4.3], [-0.6, 0.0, -0.5], [-0.8, 0.1, -0.7], [-0.2, -0.4, -0.1], [0.4, -0.3, -0.4], [1.7, 0.8, -2.5], [1.1, -1.3, -1.8], [-0.5, 0.6, 0.0], [0.4, 0.2, -0.3], [0.7, -0.1, 0.2], [0.3, -0.5, 0.0], [0.6, 0.4, 0.4], [0.0, 0.2, 0.3], [0.1, 0.5, 0.1], [-0.1, 0.5, 0.0], [0.0, 0.0, 0.5], [-0.8, 0.4, 0.3], [-0.3, -0.4, 0.0], [-0.2, -0.2, 0.5], [0.1, -0.3, 0.0], [0.2, -0.4, 0.0], [-0.2, 0.1, 0.5], [0.2, -0.7, -0.4], [-0.2, 0.1, 0.2], [0.2, 0.1, -0.3], [-0.3, 0.0, 0.9], [-0.4, 1.5, 0.0], [0.5, 0.8, -0.2], [0.3, 0.6, 0.2], [0.2, 1.1, 2.8], [-1.0, -1.5, 0.0], [0.5, -0.7, -1.6], [0.0, -0.5, -0.1], [1.1, -1.1, -0.3], [-0.7, -0.1, 0.0], [-0.2, -0.7, 0.1], [-0.5, 1.0, 0.7], [-0.3, -1.7, -0.3], [-0.9, 0.9, -0.7], [-0.9, 1.5, 0.0], [0.6, 0.2, 0.9], [2.4, -1.7, 1.2], [-0.2, 0.9, -1.4], [-0.7, -1.6, 0.3], [0.5, 1.1, -3.3], [-0.3, -0.2, 1.2], [0.7, 0.5, 0.0], [0.7, 0.3, -0.2], [-0.4, 0.1, -1.2], [-0.3, -0.1, -0.2], [-0.3, -0.5, 0.5], [0.1, 0.2, 0.3], [0.1, 0.2, 0.0], [-0.1, 0.1, -0.3], [-0.3, -0.1, -0.1], [-0.1, 0.1, 0.1], [0.0, 0.2, 0.0], [0.0, -0.3, 0.0], [0.1, 0.2, 0.0], [-0.1, 0.0, -0.1], [0.1, 0.1, 0.3], [0.5, 0.3, 0.3], [0.2, -0.3, -0.3], [0.0, 0.0, 0.3], [-0.2, 0.6, 0.5], [-0.1, 0.0, -0.1], [0.2, 0.1, 0.0], [0.0, 0.0, 0.0], [-0.1, -0.1, 0.0], [-0.8, 2.0, -2.3], [0.6, -1.9, 1.7], [-1.1, -0.7, 0.4]],
  "total_charge": 0,
  "homo_lumo_gap_ev": 3.8,
  "lumo_energy_ev": -1.4
}